Here is a molecular structure, C20H25AgCl3N6PS from the Open Molecules 2025 dataset. Energies are from ωB97M-V/def2-TZVPD.

Computed properties:
- Relative energy (zero: lowest compared OMol25 entry of this formula, charge and spin): 1.358 eV
- Gap between HOMO and LUMO: 7.35 eV
- Spin multiplicity: 1
- E: -3372.6364 a.u.

Last column: Mulliken charge in e.
Cartesian coordinates (Å):
H: 3.1045 1.8493 1.5526  0.26
C: 2.1186 1.3915 1.3917  -0.93
H: -3.4386 -1.6750 -0.8843  0.36
H: -1.0762 -2.5474 6.1821  0.39
H: -3.2120 -1.7300 5.2401  0.39
H: -0.7481 1.5571 2.1202  0.22
H: -1.4624 4.3142 -0.8710  0.44
C: -1.4510 -2.0381 2.3603  0.63
H: 0.8218 -3.0388 4.6721  0.39
C: -0.2473 -2.4874 2.9029  -0.44
C: 2.5743 1.5376 -1.0616  -0.56
P: -1.5547 -1.7403 0.5712  0.80
C: 3.1903 0.4861 -3.3126  -0.72
C: 1.8462 2.8411 -1.3976  -0.49
C: -2.5122 -1.7627 3.2174  -0.34
N: -0.2925 2.0434 1.3587  0.06
Ag: -0.2372 0.0920 -0.3235  -0.06
H: 1.6494 0.0653 -2.2131  -0.02
C: 1.0569 2.4465 1.7233  -0.77
H: 3.6185 1.7895 -0.8758  0.35
H: -2.1207 2.6150 0.6119  0.39
Cl: 3.7079 2.5848 -4.6974  -0.13
H: 2.0215 3.5879 -0.6263  0.34
S: 0.0552 2.7189 -1.7129  -0.02
C: -0.8971 -1.3790 -3.2665  0.23
N: 2.5047 0.6343 -2.2213  0.60
H: 0.1137 4.5363 -0.1688  0.40
Cl: 5.5491 0.3324 -4.5125  -0.13
C: -1.5745 -2.0908 -5.5002  -0.04
H: 2.0246 0.5695 2.1035  0.48
C: -1.1639 3.0872 0.8439  -0.78
C: -1.1791 -2.3998 5.1155  -0.47
C: 4.3952 1.3421 -3.6144  0.91
N: -1.4597 -2.0808 -6.6475  -0.52
H: 2.5210 -0.0971 0.0875  0.22
C: -2.3751 -1.9414 4.5872  -0.61
H: -3.7737 -0.7623 0.5951  0.38
H: -3.4584 -1.4185 2.8209  0.31
H: -0.0306 -3.5470 0.0271  0.35
C: -0.1139 -2.6747 4.2681  -0.69
C: -3.3295 -1.6764 0.2000  -1.31
H: -1.2236 -3.2644 -1.2434  0.24
C: -2.6770 -2.8796 -3.4325  0.16
H: 1.2916 3.3793 1.2152  0.27
H: 0.5938 -2.6999 2.2523  0.28
C: -0.6322 3.7786 -0.4098  -0.71
H: -1.6929 -4.1551 0.2155  0.41
C: -1.7158 -2.1035 -4.1044  0.12
N: -0.2500 -0.7456 -2.5351  -0.32
N: 2.0189 0.7849 0.0588  0.01
H: -1.3616 3.8816 1.5803  0.31
Cl: 5.3779 2.1950 -2.3444  -0.21
H: 1.1542 2.6666 2.7934  0.40
H: 2.3093 3.2251 -2.3073  0.45
C: -1.0821 -3.3368 -0.1666  -1.13
H: -3.8642 -2.5439 0.5879  0.41
N: -3.4116 -3.5170 -2.8061  -0.54